[1]
{
  "formula": "C19H43IN2O6SSi",
  "method": "wB97M-V/def2-TZVPD",
  "symbols": ["I", "S", "Si", "O", "O", "O", "O", "O", "O", "N", "N", "C", "C", "C", "C", "C", "C", "C", "C", "C", "C", "C", "C", "C", "C", "C", "C", "C", "C", "C", "H", "H", "H", "H", "H", "H", "H", "H", "H", "H", "H", "H", "H", "H", "H", "H", "H", "H", "H", "H", "H", "H", "H", "H", "H", "H", "H", "H", "H", "H", "H", "H", "H", "H", "H", "H", "H", "H", "H", "H", "H", "H", "H"],
  "coordinates": [[5.65386, -1.86644, -0.62864], [-0.24841, 1.89616, -4.28206], [1.78563, 1.03363, 0.22638], [-1.80196, 1.31587, -4.18617], [-3.99788, 0.17840, 5.33672], [3.97460, 3.18400, -10.65588], [0.45210, 1.11453, -5.31255], [1.73456, 1.27161, 1.91765], [-0.34282, 3.34051, -4.54395], [-6.03661, -0.72570, 5.15361], [4.06748, 1.65977, -9.01969], [-4.93115, -0.72320, 7.34532], [0.55287, 1.51326, -2.65551], [0.68298, 2.83466, -1.84159], [-0.48651, -1.35961, 3.61717], [-1.99137, -3.44442, 3.85606], [-0.84428, -2.76410, 3.00817], [3.61410, 0.94152, -7.84415], [1.61845, 2.74797, -0.57880], [1.31718, 0.12255, 2.66703], [-7.24288, -1.39162, 5.60672], [0.47258, -3.63013, 3.04116], [2.13034, 3.16302, -9.13248], [3.71974, -1.15305, 0.14930], [-4.93821, -0.38420, 5.87724], [3.40575, 0.26022, -0.40978], [-1.18266, 0.86161, 2.63702], [2.65153, -2.23547, -0.23822], [-0.16346, -0.29974, 2.47022], [3.45386, 2.68377, -9.67067], [4.94585, 1.39267, -9.43410], [0.44780, -1.50827, 4.20097], [1.51100, 1.03119, -2.90560], [-2.15373, 0.59606, 2.17771], [-5.75059, -0.21523, 7.85580], [1.99067, -2.38645, 0.63500], [2.08583, -1.99314, -1.15261], [-2.55923, -2.69587, 4.43518], [1.10988, 3.60701, -2.50661], [-5.97004, -0.46818, 4.18184], [1.15927, 3.40510, 0.19162], [-7.36786, -2.31814, 5.04293], [3.18168, -3.18746, -0.41928], [1.39593, 2.35682, -9.15759], [2.62130, 3.17362, -0.77817], [3.80959, -1.13802, 1.24583], [-2.65409, -3.97824, 3.15168], [-3.99310, -0.38892, 7.78072], [-7.20383, -1.62065, 6.66667], [-1.39285, 1.04600, 3.70789], [-0.36443, -0.82966, 1.52390], [3.27342, 0.13659, -1.51150], [-2.11588, 1.52246, -3.29645], [2.24576, 3.53098, -8.11200], [4.27195, 0.94454, -0.30178], [-1.50086, -4.16332, 4.53955], [-5.01378, -1.80200, 7.48589], [-8.09922, -0.74364, 5.41011], [3.51830, -0.11683, -8.09520], [0.46478, -4.35724, 2.20348], [2.01537, -0.72917, 2.50176], [1.77032, 3.97794, -9.75502], [1.42819, 0.38354, 3.74007], [4.36338, 1.04984, -7.05695], [0.69857, 0.13939, -0.22302], [1.34455, -2.96957, 2.89855], [-1.20170, -2.71758, 1.96425], [0.53319, -4.18922, 3.98908], [2.65933, 1.31265, -7.48427], [-0.11914, 0.77242, -2.18263], [-1.27582, -0.98058, 4.28738], [-0.85732, 1.82078, 2.19137], [-0.33182, 3.15239, -1.54608]],
  "atomic_forces_ev_per_a": [[-0.30, 0.36, 0.29], [0.89, 0.81, -2.79], [0.67, 0.91, 0.74], [1.84, 0.18, 0.21], [0.05, -0.06, 0.05], [-0.08, 0.01, 0.05], [-1.52, 0.81, 1.90], [-0.17, -0.85, -1.65], [0.01, -2.34, 1.13], [0.10, -0.04, 0.32], [-0.28, 0.17, 0.05], [0.06, 0.01, 0.07], [-0.88, 0.63, -0.16], [0.63, -0.22, -0.04], [0.47, -0.35, -1.27], [0.89, -0.01, -0.70], [0.15, -0.23, 1.41], [0.43, -0.09, -0.25], [-0.67, 0.02, 0.28], [-0.31, 0.13, 0.63], [0.06, 0.15, -0.51], [-0.90, 0.05, -0.88], [-0.05, 0.06, -0.03], [-0.63, -0.03, -0.50], [0.17, 0.14, -0.26], [0.24, -0.65, -0.17], [0.07, 0.27, -0.14], [0.80, -0.05, 0.43], [-0.59, -0.36, 1.36], [0.23, 0.08, -0.28], [0.01, -0.01, 0.00], [-0.68, 0.16, 0.02], [-0.41, 0.28, -0.08], [0.45, 0.03, 0.21], [-0.04, -0.15, 0.05], [-0.05, 0.10, -0.58], [0.19, 0.08, 0.44], [0.14, -0.41, -0.32], [-0.49, -0.35, 0.23], [-0.02, 0.00, -0.01], [0.38, -0.34, -0.33], [-0.15, -0.06, 0.16], [-0.51, 0.36, 0.15], [-0.02, 0.03, 0.18], [-0.49, -0.29, -0.06], [0.37, 0.00, -0.49], [0.11, 0.06, 0.63], [-0.01, 0.03, -0.12], [0.07, 0.04, -0.02], [0.21, -0.01, -0.52], [0.45, 0.46, 0.20], [0.01, 0.16, 0.54], [-0.31, 0.14, 0.05], [-0.13, -0.12, 0.04], [-0.52, -0.30, 0.18], [-0.63, 0.27, -0.15], [-0.13, 0.03, 0.09], [-0.11, -0.13, 0.14], [-0.13, -0.02, 0.21], [0.10, 0.20, 0.53], [-0.48, 0.29, -0.06], [0.12, -0.04, -0.04], [-0.01, 0.03, -0.56], [-0.17, -0.08, 0.15], [-0.07, 0.01, 0.17], [-0.21, -0.43, 0.17], [0.23, 0.42, 0.42], [0.23, 0.36, -0.32], [0.02, 0.02, -0.05], [0.48, 0.33, -0.18], [0.33, -0.15, -0.36], [-0.02, -0.48, 0.08], [0.47, -0.04, -0.11]],
  "total_charge": 0,
  "smiles": "CC(C)C[C@@H](C)CO[Si@@H](CCCS(=O)(=O)O)C[C@@H](C)I.CNC(C)=O.CNC(C)=O",
  "lumo_energy_ev": 0.01
}


[2]
{
  "formula": "C19H43LaO2P3S",
  "method": "wB97M-V/def2-TZVPD",
  "symbols": ["La", "S", "P", "P", "P", "O", "O", "C", "C", "C", "C", "C", "C", "C", "C", "C", "C", "C", "C", "C", "C", "C", "C", "C", "C", "C", "H", "H", "H", "H", "H", "H", "H", "H", "H", "H", "H", "H", "H", "H", "H", "H", "H", "H", "H", "H", "H", "H", "H", "H", "H", "H", "H", "H", "H", "H", "H", "H", "H", "H", "H", "H", "H", "H", "H", "H", "H", "H", "H"],
  "coordinates": [[0.11756, 0.53364, -0.68472], [3.86984, 1.18649, -0.43018], [-2.55575, 0.29374, 0.45542], [-1.04245, -0.44566, -3.05057], [0.06940, -2.02597, 0.79058], [2.32906, 0.81650, -0.66253], [-2.76238, 3.21311, -2.88394], [-3.64972, 4.26904, -2.76748], [-4.25843, 6.41018, -3.57282], [-0.52996, -2.22079, 2.50670], [0.59085, 1.88886, 2.58685], [0.23954, 2.88944, 1.75801], [-4.23889, 4.49979, -1.50085], [-3.83844, 5.10225, -3.88228], [4.16735, 0.80441, 1.29879], [-3.60351, -1.19108, 0.33245], [-0.79489, -3.43422, -0.01807], [-2.44788, -1.45690, -3.57179], [0.36594, -1.23868, -3.87204], [-4.53073, 5.83722, -1.19759], [4.60479, -0.28982, -1.14334], [-2.90143, 0.85826, 2.16087], [-1.19284, 1.00700, -4.13603], [-4.47727, 6.81065, -2.22644], [-3.52584, 1.51589, -0.48517], [1.74119, -2.77121, 1.00980], [-2.72566, 0.03588, 2.86409], [1.62985, -3.72617, 1.55177], [-3.95011, 1.17858, 2.21387], [-4.44535, 3.65238, -0.82808], [2.39110, -2.09905, 1.59210], [-4.54440, 1.57500, -0.07759], [-3.28044, -1.94880, 1.05804], [5.25404, 0.86080, 1.42886], [2.20979, -2.95505, 0.03090], [-4.65005, -0.92068, 0.53422], [-2.34629, -2.43773, -3.09387], [1.27205, -0.71129, -3.53266], [0.41012, -2.28075, -3.52435], [-4.45088, 7.11964, -4.39807], [-2.07440, 1.51040, -3.73743], [-1.34097, 0.75464, -5.19571], [-0.38925, -3.27091, 2.79256], [-0.76693, 3.33883, 1.74565], [4.27011, -0.33392, -2.18081], [-3.36056, -0.99561, -3.17917], [-2.13015, 3.31791, -3.68066], [0.28064, -1.18910, -4.97257], [-3.53293, -1.61806, -0.67720], [-0.37791, -3.59589, -1.02193], [0.05652, -1.58335, 3.17675], [-3.58152, 1.26830, -1.55274], [4.23736, -1.16767, -0.59936], [0.92762, 3.29354, 0.98839], [-1.58521, -1.94906, 2.61000], [-2.23935, 1.69199, 2.42529], [-1.86890, -3.23104, -0.12060], [-3.04996, 2.50057, -0.39659], [3.70222, 1.56757, 1.93533], [-2.52668, -1.58054, -4.66338], [-0.33070, 1.66901, -4.00059], [3.80718, -0.19578, 1.57282], [-0.64863, -4.34163, 0.58831], [-0.11789, 1.44758, 3.27976], [-3.66304, 4.66544, -4.89671], [1.58189, 1.44797, 2.57912], [-4.66417, 7.87013, -1.98121], [-4.81220, 6.11722, -0.17940], [5.70089, -0.22075, -1.11070]],
  "atomic_forces_ev_per_a": [[0.22, 1.22, 1.08], [-0.83, -1.23, 0.04], [-1.55, 0.10, 0.70], [-0.66, -0.65, -2.81], [0.34, -1.73, 0.67], [1.64, 0.55, 0.40], [1.45, -1.08, -1.55], [-0.24, 0.58, -0.33], [-0.42, 0.19, 0.04], [-0.12, 0.50, 0.11], [-0.45, 0.21, -0.84], [-0.07, -0.47, -0.67], [0.59, 0.34, -0.61], [-0.03, 0.09, 1.11], [-0.04, 0.22, 0.24], [0.05, -0.32, -0.12], [-0.09, 0.25, -0.38], [-0.41, -0.27, 0.59], [0.41, -0.46, 0.48], [-0.26, 0.11, -0.94], [0.22, 0.00, -0.11], [0.28, -0.04, 0.08], [-0.36, 0.34, 0.65], [0.04, -0.42, -0.20], [0.28, -0.04, -0.18], [0.16, 0.19, -0.18], [-0.09, 0.23, -0.05], [0.13, 0.37, -0.25], [0.27, -0.10, 0.11], [0.43, 1.03, -0.25], [-0.23, -0.28, -0.13], [0.24, -0.06, -0.06], [-0.19, 0.17, -0.18], [-0.10, 0.00, 0.02], [-0.10, -0.03, 0.32], [0.30, -0.08, -0.03], [-0.12, 0.03, -0.19], [0.07, -0.27, -0.40], [0.26, 0.18, -0.31], [0.29, -0.37, 0.66], [-0.04, 0.08, -0.42], [0.20, -0.08, 0.38], [-0.07, 0.25, -0.04], [0.55, -0.21, 0.24], [0.14, 0.11, 0.03], [-0.01, -0.12, -0.23], [-2.04, 0.43, 1.76], [0.07, -0.04, 0.56], [-0.11, 0.06, 0.24], [-0.10, -0.08, 0.24], [-0.10, -0.14, -0.01], [-0.01, 0.12, 0.23], [0.14, 0.26, -0.02], [-0.17, -0.05, 0.74], [0.19, -0.13, 0.00], [-0.34, -0.16, 0.00], [0.32, -0.13, 0.06], [-0.11, -0.29, -0.04], [0.18, -0.09, -0.29], [0.20, 0.17, 0.40], [-0.02, 0.02, -0.26], [0.09, 0.24, -0.32], [-0.03, 0.31, -0.21], [0.09, 0.23, 0.14], [0.05, 0.87, 0.91], [0.01, 0.15, 0.04], [0.00, -0.76, -0.28], [-0.09, -0.07, -0.43], [-0.30, 0.02, 0.04]],
  "total_charge": 3,
  "de_lowest_kcal_mol": 29.71,
  "lumo_energy_ev": -9.92
}